(1)
Entry from the Open Molecules 2025 dataset: C22H17BNO4OsS3 as an isolated structure (the ωB97M-V functional and the def2-TZVPD basis).

```
49
Properties=species:S:1:pos:R:3:forces:R:3
Os -2.21729 -0.97638 -0.23936 0.25 -0.11 0.36
O -1.00347 -1.42200 1.32647 -0.13 0.09 0.00
C 0.30238 -1.10452 1.60298 0.00 0.01 -0.05
C 0.63266 0.35665 1.38891 0.00 -0.02 -0.08
C 1.15585 0.94869 0.27290 0.06 0.01 0.01
C 1.16265 2.36483 0.35269 -0.03 0.00 0.03
C 0.62447 2.80718 1.52245 0.04 -0.01 -0.01
S 0.12382 1.52867 2.53138 -0.04 0.00 0.00
C 0.61077 -1.57748 3.02371 -0.08 0.02 0.07
C -0.16182 -2.44915 3.73359 0.07 -0.05 -0.08
C 0.38803 -2.75135 5.00867 0.02 -0.04 -0.02
C 1.56829 -2.11552 5.22534 0.01 0.06 0.02
S 2.00178 -1.09862 3.91563 -0.01 -0.02 -0.04
C 1.21436 -1.97800 0.72426 -0.04 0.02 0.02
C 0.65024 -2.93021 -0.26886 0.04 -0.11 0.09
C 1.72988 -3.89213 -0.63377 0.08 0.04 0.01
C 2.92659 -3.55453 -0.16314 -0.12 -0.06 -0.05
S 2.85299 -2.12306 0.86179 0.03 0.03 0.03
H 1.51597 0.40826 -0.59379 0.00 -0.02 0.00
H 1.53198 3.01667 -0.42439 0.00 0.02 -0.01
H 0.50083 3.82717 1.84742 0.00 0.02 0.00
H -1.08978 -2.84337 3.34976 -0.01 0.01 0.01
H -0.07746 -3.40910 5.72647 0.00 -0.01 0.02
H 2.19186 -2.14657 6.10351 0.00 0.00 0.03
H -0.25955 -3.37095 0.15875 0.00 0.02 -0.05
H 1.54952 -4.74327 -1.27420 0.01 -0.02 -0.01
H 3.87561 -4.04525 -0.31226 0.02 -0.01 0.00
C 1.10750 -2.05226 -2.71368 0.05 0.00 -0.01
C 0.20305 -2.12280 -1.53235 0.05 -0.03 0.01
O -0.87239 -1.55413 -1.57921 -0.02 -0.04 -0.17
H 2.12511 -1.80900 -2.40148 0.00 0.01 0.00
H 0.72997 -1.29569 -3.39622 0.00 -0.01 -0.01
H 1.15243 -3.01830 -3.22129 -0.01 -0.01 0.00
O -2.24548 2.06032 -0.22531 0.01 -0.01 -0.02
B -1.86090 0.89287 -0.89824 -0.10 0.10 0.09
O -1.14717 1.22471 -2.06384 0.00 -0.03 -0.01
C -1.08406 2.59947 -2.07845 0.02 -0.01 0.02
C -0.45873 3.41674 -2.98970 0.00 0.03 0.02
C -0.52093 4.78912 -2.74337 -0.01 -0.02 0.00
C -1.18639 5.29364 -1.63237 0.00 0.00 0.00
C -1.81779 4.45102 -0.71677 0.00 -0.01 -0.01
C -1.74545 3.10155 -0.96928 0.00 0.07 -0.05
H 0.05136 3.01331 -3.85329 0.01 0.00 -0.01
H -0.04785 5.47232 -3.43493 0.01 0.01 -0.01
H -1.22037 6.36301 -1.47597 0.00 0.01 0.00
H -2.33737 4.83471 0.14986 -0.01 0.00 0.02
N -4.42771 -0.80951 -2.36250 0.02 -0.06 -0.01
C -3.58596 -0.87325 -1.55261 -0.16 0.11 -0.17
H -5.11203 -0.70451 -3.07590 -0.03 0.01 0.01
```
Positions in Å, forces in eV/Å.

As for the total charge: +1. The frontier orbital gap is 5.16 eV. The value obtained for the lowest unoccupied orbital energy is -5.18 eV. The energy above the lowest of the compared OMol25 structures with the same formula, charge and spin is 0.000 eV. The value obtained for the total energy is -68411.676 eV.

=====

(2)
Entry from the Open Molecules 2025 dataset: C46H34CuGeNP as an isolated structure at a distorted geometry (the ωB97M-V functional and the def2-TZVPD basis).

```
84
Properties=species:S:1:pos:R:3:forces:R:3
Cu -0.21107 -0.53370 0.67717 0.22 0.51 -0.49
C 3.51437 -5.73821 -0.09929 0.01 0.07 -0.03
C 3.64197 -4.84607 -1.15699 0.05 -0.15 -0.01
C 3.53375 -3.48363 -0.92907 0.09 0.06 0.14
C 3.32077 -2.97428 0.35606 -0.15 -0.14 -0.12
C 3.16373 -3.88406 1.40316 0.10 0.09 -0.08
C 3.26780 -5.24918 1.17609 0.03 -0.12 0.04
P 3.08562 -1.13792 0.44703 -0.41 -0.23 0.29
C 4.79078 -0.62973 0.87382 0.34 0.16 -0.22
C 5.93081 -1.42852 0.75741 -0.24 0.08 0.10
C 7.19242 -0.90092 0.99299 0.19 0.07 0.03
C 7.34709 0.43518 1.33625 -0.05 -0.07 -0.03
C 6.22029 1.24622 1.43366 0.11 0.04 0.04
C 4.96149 0.72389 1.20007 -0.08 -0.15 0.02
C 2.30268 -0.99653 2.11059 -0.23 0.30 0.18
C 3.04638 -1.17895 3.28014 0.01 0.02 -0.05
C 2.43095 -1.14548 4.52223 0.19 -0.07 0.13
C 1.06191 -0.93013 4.60122 -0.20 0.14 0.00
C 0.32200 -0.72264 3.44536 0.26 0.11 0.26
C 0.91795 -0.72732 2.17783 0.77 -0.71 0.55
H 3.59051 -6.80570 -0.27116 -0.01 0.00 0.00
H 3.80923 -5.22043 -2.16096 0.00 0.03 0.00
H 3.60687 -2.78189 -1.75389 -0.02 -0.04 -0.02
H 2.95626 -3.51707 2.40007 -0.03 -0.01 -0.01
H 3.15245 -5.94273 2.00240 -0.03 0.03 0.00
H 5.82196 -2.47515 0.50007 0.03 -0.01 -0.01
H 8.06643 -1.53922 0.91332 -0.02 -0.01 0.00
H 8.33407 0.84102 1.52582 0.00 0.00 -0.01
H 6.33457 2.29340 1.69124 -0.04 -0.01 0.00
H 4.07743 1.34898 1.26872 0.01 0.05 -0.01
H 4.11692 -1.35395 3.22313 0.00 -0.02 0.02
H 3.01388 -1.29058 5.42641 0.02 -0.01 -0.03
H 0.57215 -0.91405 5.57174 0.01 0.01 0.00
H -0.74305 -0.52631 3.53082 -0.02 -0.10 -0.02
C 0.87888 1.07341 0.34512 -0.78 0.60 -0.65
Ge -0.40781 1.91624 -0.84233 0.55 -0.16 0.32
C -2.38466 1.54615 -0.87175 0.19 0.00 -0.04
C -3.06034 1.00576 -1.96135 0.08 0.07 -0.06
C -4.44475 0.88343 -1.96192 -0.06 -0.03 -0.03
C -5.17994 1.30177 -0.86301 -0.06 -0.08 -0.01
C -4.51820 1.80964 0.24726 -0.03 0.04 0.05
C -3.13739 1.93120 0.23581 -0.01 0.02 0.03
C 0.13456 1.51084 -2.71770 -0.10 0.05 0.04
C 0.37284 2.48904 -3.68162 -0.08 0.00 0.04
C 0.76667 2.15555 -4.97199 0.05 0.00 -0.08
C 0.93518 0.82445 -5.32686 0.01 0.05 0.01
C 0.73038 -0.16388 -4.37152 0.02 -0.04 -0.07
C 0.34112 0.17956 -3.08495 -0.04 -0.06 0.03
C -0.60052 3.91739 -0.78493 -0.11 -0.09 -0.02
C 0.05695 4.69967 0.15965 0.12 -0.07 0.03
C -0.23800 6.04859 0.31693 -0.02 0.11 0.00
C -1.20614 6.64635 -0.47866 0.04 0.00 0.00
C -1.86378 5.88671 -1.43805 -0.03 0.06 -0.06
C -1.56347 4.53945 -1.58227 0.05 0.05 0.01
H 1.03327 1.75017 1.20237 -0.02 -0.19 0.07
H -2.49546 0.69974 -2.83680 -0.03 -0.04 0.02
H -4.95097 0.46037 -2.82376 -0.01 0.02 0.00
H -6.26165 1.23222 -0.86578 -0.01 -0.08 0.01
H -5.09041 2.11184 1.11819 0.03 0.03 0.01
H -2.62547 2.35185 1.09763 -0.03 -0.05 0.03
H 0.24752 3.53424 -3.41814 0.00 0.01 -0.03
H 0.94939 2.93717 -5.70263 -0.02 0.00 0.00
H 1.22945 0.56137 -6.33702 0.03 -0.01 0.01
H 0.88332 -1.20526 -4.63429 -0.03 -0.01 0.03
H 0.19758 -0.60086 -2.34283 0.01 0.01 0.00
H 0.80565 4.23298 0.79285 -0.02 0.00 0.01
H 0.27708 6.63780 1.06851 0.02 -0.03 0.01
H -1.45010 7.69522 -0.35020 0.01 0.00 0.00
H -2.62188 6.34619 -2.06404 0.00 -0.01 0.00
H -2.09975 3.94677 -2.31714 -0.06 0.03 0.02
N -9.69879 -2.27235 0.64621 0.07 -0.02 0.01
C -8.54516 -2.29423 0.67182 -0.66 -0.04 -0.01
C -7.13228 -2.31244 0.69951 0.98 -0.01 0.04
C -6.43014 -1.83443 1.81995 -0.39 -0.08 -0.15
C -5.05879 -1.78085 1.81538 0.07 -0.15 -0.03
C -4.31293 -2.19683 0.69036 -0.08 0.44 0.01
C -5.02356 -2.73409 -0.40129 0.16 -0.03 0.02
C -6.39613 -2.78262 -0.40106 -0.44 0.08 0.15
C -2.92787 -1.94327 0.63495 0.24 -0.47 0.03
C -1.73965 -1.63481 0.56858 -0.70 0.05 -0.36
H -6.99544 -1.49555 2.67994 0.05 0.04 0.01
H -4.52417 -1.40039 2.67499 0.02 0.06 -0.04
H -4.46546 -3.06931 -1.26512 0.01 0.04 0.00
H -6.94009 -3.15628 -1.26040 0.07 -0.02 -0.03
```
Positions in Å, forces in eV/Å.

The expectation value of S² is 0.76. As for the spin multiplicity: 2. As for the total charge: -2. The frontier orbital gap (alpha / beta) is 4.40 / 4.83 eV. The value obtained for the lowest unoccupied orbital energy (alpha / beta) is 4.42 / 4.42 eV. The energy above the lowest of the compared OMol25 structures with the same formula, charge and spin is 0.579 eV. The value obtained for the total energy is -160183.488 eV.

=====

(3)
Entry from the Open Molecules 2025 dataset: C5H9NO as an isolated structure at a distorted geometry (the ωB97M-V functional and the def2-TZVPD basis).

```
16
Properties=species:S:1:pos:R:3:forces:R:3
C -0.65374 -0.43556 -1.67002 0.13 -0.10 -0.06
C -1.24825 0.14186 0.35789 0.10 0.09 0.15
O -1.60168 -1.03577 0.89122 0.15 -0.15 0.06
C 0.10554 0.67140 0.83684 0.03 0.01 0.01
C 1.30177 -0.29803 0.90536 0.05 -0.10 -0.05
C 0.46737 1.86486 0.06164 0.24 0.81 -0.61
N 0.77264 2.78334 -0.57143 -0.28 -0.89 0.63
H 0.13570 0.22569 -2.03322 -0.15 -0.11 0.11
H -1.41782 -0.58698 -2.43791 0.02 0.06 0.16
H -0.27885 -1.40115 -1.32768 -0.06 0.20 -0.05
H -1.47917 0.23878 -0.84661 0.13 0.03 -0.13
H -0.83690 -1.56703 1.17764 -0.12 0.07 -0.03
H -0.09421 1.02025 1.86245 -0.09 -0.06 -0.19
H 2.15740 0.18408 1.38588 -0.14 -0.04 -0.07
H 1.60283 -0.61757 -0.09481 -0.02 0.03 0.14
H 1.06739 -1.18818 1.50276 0.01 0.14 -0.08
```
Positions in Å, forces in eV/Å.

As for the total charge: 0. The frontier orbital gap is 8.83 eV. The value obtained for the lowest unoccupied orbital energy is 0.53 eV. The energy above the lowest of the compared OMol25 structures with the same formula, charge and spin is 4.898 eV. The value obtained for the total energy is -8864.315 eV.